No. 1
{"formula": "C14H20N4O4S", "method": "ωB97M-V with the def2-TZVPD basis set", "species": ["C", "H", "H", "H", "O", "C", "O", "C", "H", "H", "S", "C", "N", "C", "C", "N", "C", "H", "C", "H", "C", "C", "H", "H", "H", "C", "H", "H", "H", "H", "H", "H", "C", "O", "N", "C", "O", "N", "C", "H", "H", "H", "H"], "positions_angstrom": [[3.577318, -0.862816, 1.567521], [4.376065, -1.465818, 1.504093], [2.549391, -1.348652, 1.892182], [3.767492, 0.031706, 2.009539], [3.412796, -0.499654, -0.051810], [3.426551, -1.513536, -0.730494], [3.819448, -2.635470, -0.424294], [2.973842, -1.035406, -2.240938], [2.685346, -1.879173, -2.854498], [3.929524, -0.445164, -2.577672], [1.587893, 0.186278, -2.027490], [0.533021, -0.706415, -1.172537], [1.010480, -1.663779, -0.753358], [-0.271477, -2.046029, 0.201807], [-1.194672, -1.109442, -0.112611], [-0.542926, -0.124301, -0.719481], [-1.104650, 1.243063, -1.231833], [-2.238187, 1.002848, -1.136892], [-0.997010, 2.286152, -0.272532], [-1.257232, 2.020561, 0.872844], [-1.314305, 3.568463, -0.768728], [-2.820958, 3.629032, -0.551075], [-3.346258, 3.389863, 0.299369], [-3.112453, 4.719781, -0.770868], [-3.452901, 2.943445, -1.680478], [-0.820798, 4.757797, 0.247925], [-0.902683, 5.762962, -0.139673], [0.160658, 4.619892, 0.327089], [-1.051457, 4.512345, 1.365668], [-0.871117, 3.892598, -1.648987], [0.134146, 2.212059, -0.156359], [-0.909939, 1.327715, -2.343161], [-2.487133, -1.152086, 0.688664], [-3.270918, -0.384326, 0.559249], [-2.423096, -2.356182, 1.388147], [-1.729490, -3.372897, 1.670550], [-1.824951, -4.349316, 2.098009], [-0.299944, -3.088836, 1.143083], [0.655623, -4.191457, 1.025679], [0.307480, -5.216174, 0.695286], [0.984259, -4.205619, 2.143351], [1.627276, -3.874816, 0.733958], [-3.274054, -2.579194, 1.931755]], "atomic_forces_ev_per_a": [[-5.061, -0.597, -3.559], [2.536, -2.472, 0.384], [2.371, 0.936, -0.829], [0.322, 2.622, 1.066], [0.090, 3.926, 7.153], [0.121, -4.772, -5.042], [-0.529, 1.074, -0.497], [1.685, 1.049, 2.093], [0.164, 0.036, -0.100], [-2.091, -1.046, 0.055], [3.835, 3.259, -4.623], [-1.263, 9.916, -3.832], [-0.694, -14.099, 8.718], [3.223, -1.985, -1.304], [-2.194, -2.622, 4.713], [-2.602, 5.094, -2.679], [-4.969, -6.060, -1.248], [1.480, 0.010, -1.131], [7.004, -1.693, 4.313], [-0.377, 0.546, -2.883], [-2.937, 4.070, 5.234], [-2.078, 2.266, -8.440], [-0.282, -1.251, 2.164], [-0.051, -1.547, 0.144], [1.615, 1.937, 3.601], [-2.406, -2.371, 0.919], [-0.951, 0.203, 0.250], [4.610, -0.526, -0.058], [-0.695, 0.958, -1.995], [0.055, -0.063, -2.191], [-0.400, 0.786, 0.434], [0.312, 0.489, 1.558], [11.896, -5.928, -2.914], [-9.296, 6.901, 0.503], [-8.328, 2.680, 2.632], [11.511, 10.226, -8.172], [-4.077, -14.913, 7.746], [-1.066, 1.673, -2.820], [0.030, -0.301, 4.245], [0.249, 1.504, 0.134], [-0.752, -1.315, -1.362], [0.402, 0.412, -1.723], [-0.410, 0.990, -0.656]], "nbo_charge": [-0.211, 0.207, 0.213, 0.186, -0.524, 0.841, -0.667, -0.601, 0.244, 0.247, 0.283, 0.174, -0.472, 0.344, -0.138, -0.385, -0.217, 0.228, -0.449, 0.236, -0.245, -0.547, 0.213, 0.208, 0.143, -0.602, 0.217, 0.198, 0.207, 0.229, 0.203, 0.250, 0.720, -0.522, -0.671, 0.842, -0.515, -0.508, -0.443, 0.220, 0.201, 0.252, 0.412], "lumo_ha": 0.0184, "homo_lumo_gap_ha": 0.298, "largest_force_ev_per_a": 17.431, "energy_ev": -39817.2425, "charge": 0, "relative_energy_kj_mol": 1278.3}

---

No. 2
{"formula": "C14H20NO8", "method": "ωB97M-V with the def2-TZVPD basis set", "species": ["C", "C", "C", "O", "O", "C", "C", "N", "O", "C", "C", "C", "O", "H", "H", "H", "H", "H", "H", "H", "H", "H", "H", "H", "H", "H", "H", "H", "H", "C", "C", "C", "O", "C", "C", "C", "O", "O", "O", "H", "H", "H", "H"], "positions_angstrom": [[1.732145, 0.249756, 0.519526], [1.167730, 0.229209, -1.034160], [0.046823, -0.984615, -1.291933], [0.358588, -1.816459, -2.321909], [-1.142682, -1.165946, -0.445631], [-2.393577, -1.137960, -1.218924], [-3.630421, -1.980579, -0.522542], [-4.479137, -1.121116, 0.435038], [-5.733707, -1.645071, 0.254214], [-6.764304, -0.717614, 0.749551], [-7.453712, 0.209317, -0.454894], [-6.378050, 0.711742, -1.588629], [-8.017621, 1.395946, 0.207010], [2.203265, -0.794935, 0.838333], [2.639159, 1.023447, 0.522888], [0.943306, 0.657836, 1.290195], [2.118732, 0.025684, -1.716918], [0.745187, 1.292479, -1.293294], [-2.793116, -0.045562, -1.424864], [-2.244768, -1.623507, -2.299249], [-4.378219, -2.257068, -1.411122], [-3.295228, -2.987227, -0.020503], [-7.681333, -1.319542, 1.220554], [-6.308083, -0.052364, 1.597530], [-8.332330, -0.414951, -0.942262], [-5.560050, 1.472308, -1.170655], [-5.841877, -0.225805, -2.084260], [-6.990167, 1.269964, -2.418794], [-7.283931, 1.982001, 0.589955], [7.485188, 1.655899, 0.305415], [6.511773, 0.954590, -0.278838], [5.714571, -0.045946, 0.483416], [4.813842, -0.661518, -0.075842], [6.050781, -0.260689, 1.899554], [7.026525, 0.438240, 2.482705], [7.804882, 1.458080, 1.727576], [8.683558, 2.097819, 2.295751], [7.349542, 0.239531, 3.812506], [6.207311, 1.133170, -1.615825], [8.071011, 2.387893, -0.236171], [5.475482, -1.003489, 2.437158], [8.084637, 0.863676, 3.998458], [5.468275, 0.513378, -1.800113]], "atomic_forces_ev_per_a": [[0.694, 0.595, -0.193], [0.235, -0.502, 1.034], [1.354, -3.471, -4.376], [-2.431, 4.989, 6.418], [2.770, 1.248, -2.791], [-2.265, -0.934, -1.747], [-1.147, 1.056, 0.136], [4.290, 0.252, -1.345], [-4.842, -0.035, 0.650], [-0.289, -0.307, -0.423], [1.847, 0.028, 0.538], [-0.239, -0.377, -0.339], [0.937, 0.193, -0.003], [-1.298, 2.280, -0.713], [-1.930, -1.632, 0.025], [1.465, -1.120, -1.594], [-2.447, 0.153, 1.275], [0.503, -2.212, 0.480], [1.029, -1.984, 0.874], [0.128, 0.910, 2.445], [1.626, 0.334, 1.441], [-0.095, 1.579, -1.065], [2.098, 0.973, -0.970], [-0.697, -1.018, -1.712], [1.731, 1.592, 0.973], [-1.844, -1.907, -0.662], [-1.041, 2.054, 1.216], [1.111, -0.995, 1.477], [-1.275, -1.724, -1.027], [0.339, 0.119, 0.567], [-0.249, 0.328, -1.578], [-0.382, -0.504, 0.352], [0.423, 0.336, -0.122], [-0.295, -0.086, -0.503], [0.198, -0.357, 1.439], [0.290, 0.423, -0.431], [-0.253, -0.320, 0.139], [0.218, 0.777, -1.512], [-0.186, -0.731, 1.642], [-0.038, -0.037, 0.045], [0.009, 0.044, -0.038], [-0.333, -0.242, -0.140], [0.277, 0.228, 0.117]], "nbo_charge": [-0.629, -0.495, 0.798, -0.611, -0.546, -0.100, -0.280, -0.513, -0.471, -0.086, 0.088, -0.661, -0.764, 0.231, 0.200, 0.225, 0.236, 0.229, 0.185, 0.186, 0.159, 0.157, 0.162, 0.184, 0.172, 0.217, 0.233, 0.190, 0.468, -0.366, 0.291, 0.447, -0.539, -0.354, 0.280, 0.455, -0.560, -0.654, -0.653, 0.239, 0.244, 0.500, 0.505], "lumo_ha": -0.0048, "homo_lumo_gap_ha": 0.046, "largest_force_ev_per_a": 8.485, "energy_ev": -32704.1890, "charge": -1, "relative_energy_kj_mol": 306.2}

---

No. 3
{"formula": "C14H21AuF3P2", "method": "ωB97M-V with the def2-TZVPD basis set", "species": ["Au", "C", "P", "C", "C", "C", "P", "C", "C", "H", "H", "H", "H", "H", "H", "H", "H", "H", "H", "H", "H", "H", "H", "H", "H", "C", "C", "C", "C", "C", "C", "C", "H", "H", "H", "H", "H", "F", "C", "F", "F"], "positions_angstrom": [[-0.301170, -1.879524, -0.756624], [4.114827, -1.594864, -0.321042], [2.449653, -0.839052, -0.553514], [2.392867, -0.938781, -2.392521], [2.771050, 0.968551, -0.421874], [1.476240, 1.733284, -0.747783], [-0.168407, 1.434681, 0.043060], [-1.016544, 2.806206, -0.888007], [0.090749, 2.242847, 1.678164], [4.913785, -1.160379, -0.931147], [4.001857, -2.648151, -0.583394], [4.400570, -1.544525, 0.730911], [3.260438, -0.455118, -2.854182], [1.470750, -0.487801, -2.761110], [2.359486, -1.988384, -2.682722], [3.532279, 1.278391, -1.146877], [3.104415, 1.231595, 0.584863], [1.312058, 1.738349, -1.826672], [1.611207, 2.781295, -0.459252], [-0.798477, 3.791628, -0.468861], [-2.090715, 2.635254, -0.886333], [-0.686723, 2.777244, -1.927311], [0.777167, 3.087155, 1.593252], [0.504687, 1.493253, 2.352809], [-0.848797, 2.583529, 2.105731], [-0.899927, -0.065202, 0.115073], [-2.125607, -0.110081, 0.928151], [-2.614978, -1.344692, 1.409775], [-3.755378, -1.443268, 2.184037], [-4.485546, -0.317058, 2.544394], [-4.042374, 0.916003, 2.084515], [-2.908993, 1.014036, 1.294213], [-2.064781, -2.243443, 1.161577], [-4.073810, -2.424209, 2.521040], [-5.374425, -0.398119, 3.157992], [-4.594816, 1.817637, 2.329596], [-2.638802, 2.001341, 0.944621], [-0.912306, -4.609797, -1.686434], [0.132189, -3.713954, -1.600287], [0.607067, -3.672683, -2.909265], [1.119249, -4.453190, -0.958565]], "atomic_forces_ev_per_a": [[-0.150, 0.284, -0.110], [0.150, 0.189, 0.009], [0.298, -0.439, -0.048], [0.010, -0.010, 0.042], [-0.427, 0.031, 0.035], [0.051, 0.034, -0.001], [0.054, 0.229, -0.016], [-0.013, -0.026, -0.001], [0.044, -0.056, 0.072], [-0.031, 0.026, -0.024], [0.045, -0.016, 0.009], [0.015, 0.000, 0.000], [0.001, 0.015, 0.009], [0.014, 0.004, -0.004], [0.000, -0.002, -0.012], [0.109, 0.065, 0.152], [0.061, -0.128, 0.007], [-0.060, -0.141, 0.009], [0.054, 0.051, -0.228], [-0.004, 0.018, -0.025], [0.010, 0.022, 0.039], [0.012, -0.001, 0.000], [-0.030, 0.035, 0.021], [0.065, 0.011, -0.019], [-0.022, 0.012, -0.023], [-0.393, -0.192, 0.217], [0.290, 0.241, -0.269], [-0.149, -0.094, 0.096], [0.103, -0.102, -0.035], [-0.099, 0.165, 0.044], [-0.064, -0.105, 0.041], [0.045, -0.032, 0.051], [0.018, -0.003, -0.023], [-0.006, 0.003, 0.001], [-0.001, 0.002, -0.004], [-0.002, 0.001, 0.005], [-0.022, -0.011, 0.014], [0.032, 0.023, 0.021], [0.029, -0.147, -0.080], [-0.029, 0.005, 0.023], [-0.007, 0.041, 0.006]], "nbo_charge": [0.332, -0.948, 0.850, -0.961, -0.718, -0.716, 1.594, -0.996, -0.999, 0.196, 0.240, 0.220, 0.192, 0.239, 0.258, 0.203, 0.218, 0.230, 0.221, 0.214, 0.242, 0.227, 0.212, 0.244, 0.245, -1.154, -0.034, -0.233, -0.208, -0.302, -0.229, -0.244, 0.216, 0.194, 0.191, 0.188, 0.167, -0.392, 0.615, -0.408, -0.405], "lumo_ha": 0.1047, "homo_lumo_gap_ha": 0.211, "largest_force_ev_per_a": 0.532, "energy_ev": -45281.6476, "charge": -1}